Computed, not measured: 2 unconnected molecules or ions with the total composition C4H12, with the ωB97M-V functional and the def2-TZVPD basis.

```
! wB97M-V def2-TZVPD RIJCOSX def2/J DEFGRID3
* xyz 1 2
C -1.257 0.945 1.645
C -0.719 1.927 0.629
H -0.530 0.391 2.241
H -1.958 1.511 2.320
H -1.988 0.226 1.233
H -1.565 2.417 0.150
H -0.176 1.391 -0.178
H -0.058 2.717 1.020
C 0.942 -1.459 -0.375
C 1.097 -1.406 -1.902
H 1.270 -2.388 0.087
H 1.568 -0.641 0.087
H -0.059 -1.202 -0.083
H 2.093 -1.099 -2.305
H 0.293 -0.835 -2.353
H 0.914 -2.445 -2.201
*
```

Calculated values
electronic energy	-4330.562	eV
energy relative to the best compared isomer or geometry (same formula, charge and spin)	15.4	kcal per mole
E_HOMO (spin up / spin down)	-17.32 / -15.32	eV
maximum force	1.97	eV/A
HOMO-LUMO gap (spin up / spin down)	14.452 / 3.529	eV
E_LUMO (spin up / spin down)	-2.86 / -11.79	eV

***

Computed, not measured: C5H12N2 in the gas phase, with the ωB97M-V functional and the def2-TZVPD basis.

```
! wB97M-V def2-TZVPD RIJCOSX def2/J DEFGRID3
* xyz 0 1
N 0.913 0.194 1.137
C 0.921 -1.299 1.322
C 0.244 -1.890 0.076
C -0.589 -0.728 -0.437
C 0.293 0.486 -0.185
C -0.513 1.784 -0.073
N -1.303 2.159 -1.262
H 1.873 0.505 1.040
H 1.963 -1.623 1.417
H 0.479 -1.484 2.301
H -0.352 -2.756 0.377
H 1.022 -2.299 -0.569
H -0.872 -0.841 -1.489
H -1.509 -0.740 0.085
H 1.033 0.546 -0.974
H -1.220 1.606 0.731
H 0.143 2.627 0.123
H -0.695 2.401 -2.037
H -1.831 1.353 -1.583
*
```

Calculated values
electronic energy	-8359.433	eV
SMILES string	NC[C@@H]1CCCN1
energy relative to the best compared isomer or geometry (same formula, charge and spin)	16.2	kcal per mole
E_HOMO	-8.82	eV
maximum force	1.87	eV/A
HOMO-LUMO gap	9.850	eV
E_LUMO	1.03	eV

***

Computed, not measured: a molecular structure, C35H58EuOP2, with the ωB97M-V functional and the def2-TZVPD basis.

```
! wB97M-V def2-TZVPD RIJCOSX def2/J DEFGRID3
* xyz 1 7
Eu 2.121 -0.209 0.294
C -1.447 -0.827 1.443
C -1.047 -1.816 0.525
C 0.594 -1.586 2.096
C -0.419 -0.628 2.381
C 0.272 -2.217 0.853
C -2.801 -0.223 1.513
H -3.263 -0.172 0.520
H -2.764 0.798 1.911
H -3.458 -0.815 2.171
C -0.462 0.285 3.545
H -1.491 0.558 3.819
H 0.058 1.235 3.344
H 0.027 -0.151 4.430
C 1.694 -1.995 3.014
H 1.356 -1.870 4.061
H 2.591 -1.359 2.902
H 1.965 -3.056 2.864
C 1.076 -3.257 0.163
H 1.035 -4.211 0.720
H 2.154 -3.009 0.062
H 0.706 -3.450 -0.856
C -1.905 -2.518 -0.450
H -1.953 -3.600 -0.228
H -1.522 -2.406 -1.474
H -2.935 -2.137 -0.430
C -1.179 2.252 -2.028
C -2.168 1.375 -1.805
C -2.636 0.246 -2.667
C -1.681 -0.216 -3.789
C -0.426 -0.835 -3.318
C 0.714 -0.231 -2.943
C 1.083 1.214 -2.868
C -0.085 2.237 -3.042
H -3.590 0.530 -3.149
H -1.470 0.641 -4.444
H -2.859 -0.605 -2.010
H -0.540 2.101 -4.052
H -1.118 3.121 -1.362
H -2.893 1.641 -1.010
H 0.377 3.247 -3.069
H 1.602 1.425 -1.898
H 1.555 -0.905 -2.669
H 1.827 1.455 -3.658
H -2.222 -0.943 -4.420
H -0.446 -1.921 -3.203
P -0.152 1.605 -6.080
C -0.404 3.388 -6.396
C -1.390 0.915 -7.246
P 2.177 -0.306 -6.348
C 1.458 1.319 -6.913
C 1.408 -1.324 -7.708
C 3.790 -0.068 -7.228
H 0.443 3.963 -6.001
H -1.325 3.722 -5.898
H -0.501 3.568 -7.476
H -1.331 1.446 -8.210
H -2.399 1.082 -6.826
H -1.256 -0.167 -7.407
H 3.653 0.200 -8.285
H 4.373 -0.995 -7.161
H 4.346 0.732 -6.725
H 2.148 2.131 -6.625
H 1.303 1.343 -8.008
H 1.921 -2.298 -7.741
H 1.522 -0.835 -8.690
H 0.339 -1.504 -7.516
C 0.749 4.582 0.848
C 2.195 4.254 0.463
C 2.790 5.354 -0.419
C 3.063 3.929 1.669
C 4.096 4.739 2.120
C 4.769 4.463 3.320
C 4.324 3.401 4.122
C 3.310 2.550 3.689
C 2.802 1.420 4.577
C 3.924 0.452 4.941
C 2.094 1.944 5.830
C 2.889 2.661 2.322
O 2.552 1.587 1.640
H 0.719 5.446 1.525
H 0.273 3.734 1.352
H 0.141 4.825 -0.030
H 2.154 3.335 -0.149
H 2.796 6.320 0.096
H 3.813 5.100 -0.718
H 2.212 5.480 -1.344
H 4.407 5.611 1.539
H 5.599 5.087 3.640
H 4.820 3.225 5.093
H 2.070 0.873 3.975
H 4.664 0.954 5.576
H 3.547 -0.417 5.490
H 4.420 0.083 4.036
H 1.274 2.616 5.556
H 1.664 1.129 6.424
H 2.796 2.491 6.467
*
```

Calculated values
electronic energy	-77179.622	eV
energy relative to the best compared isomer or geometry (same formula, charge and spin)	0.0	kcal per mole
E_HOMO (spin up / spin down)	-9.19 / -9.19	eV
maximum force	2.80	eV/A
HOMO-LUMO gap (spin up / spin down)	5.580 / 4.100	eV
E_LUMO (spin up / spin down)	-3.61 / -5.09	eV

***

Computed, not measured: 3 unconnected molecules or ions with the total composition C16H35Cl2N2O8P, with the ωB97M-V functional and the def2-TZVPD basis.

```
! wB97M-V def2-TZVPD RIJCOSX def2/J DEFGRID3
* xyz 0 1
C 5.972 -1.641 1.942
C 6.306 -0.951 0.662
Cl 6.640 -1.990 -0.666
C 6.358 0.365 0.506
Cl 6.811 1.138 -0.951
O 6.130 1.234 1.554
P 4.632 1.757 1.731
O 4.010 2.339 0.545
O 4.882 2.757 2.936
O 3.914 0.470 2.303
C 2.695 0.611 3.059
C 1.474 0.859 2.176
C 1.520 0.082 0.851
C 0.354 -0.883 0.730
O 0.255 -1.802 1.847
C 1.052 -2.873 1.819
O 2.202 -2.882 1.497
H 4.910 -1.899 1.963
H 6.160 -0.980 2.786
H 6.534 -2.565 2.039
H 4.043 3.140 3.224
H 2.577 -0.332 3.592
H 2.816 1.375 3.829
H 0.610 0.537 2.758
H 1.371 1.928 1.990
H 1.467 0.772 0.013
H 2.443 -0.480 0.748
H -0.575 -0.314 0.768
H 0.367 -1.403 -0.225
H 0.541 -3.781 2.159
C 0.266 2.157 -3.728
C -0.828 1.205 -3.253
C -2.242 1.788 -3.354
O -2.577 2.728 -2.354
C -2.122 4.048 -2.581
N -0.495 0.746 -1.903
H 0.486 2.921 -2.982
H 1.189 1.606 -3.902
H -0.013 2.654 -4.659
H -0.811 0.331 -3.912
H -2.957 0.970 -3.229
H -2.418 2.215 -4.351
H -2.141 4.298 -3.646
H -1.113 4.203 -2.192
H -2.797 4.720 -2.052
H -1.147 0.027 -1.599
H -0.679 1.519 -1.266
C -3.750 -1.593 1.533
C -4.265 -0.850 0.303
C -5.578 -1.406 -0.260
O -5.449 -2.613 -0.982
C -5.402 -3.792 -0.201
N -3.202 -0.812 -0.706
H -3.284 -2.542 1.266
H -2.992 -0.997 2.041
H -4.555 -1.792 2.242
H -4.468 0.182 0.604
H -5.972 -0.682 -0.978
H -6.328 -1.516 0.535
H -6.040 -3.708 0.684
H -4.384 -4.034 0.111
H -5.770 -4.608 -0.821
H -3.502 -0.218 -1.474
H -3.135 -1.741 -1.116
*
```

Calculated values
electronic energy	-70854.849	eV
SMILES string	C/C(Cl)=C(/Cl)O[P@](=O)(O)OCCCCOC=O.COC[C@@H](C)N.COC[C@@H](C)N
E_HOMO	-8.87	eV
maximum force	1.00	eV/A
HOMO-LUMO gap	9.333	eV
E_LUMO	0.46	eV

***

Computed, not measured: C3H3NO in the gas phase, with the ωB97M-V functional and the def2-TZVPD basis.

```
! wB97M-V def2-TZVPD RIJCOSX def2/J DEFGRID3
* xyz 0 1
C 0.445 0.391 -1.479
C 0.280 0.820 -2.798
C 0.040 0.111 -0.065
N 1.467 0.965 -2.073
O -0.467 1.062 -3.684
H -0.213 -0.908 0.211
H -1.010 0.484 -0.134
H 0.850 0.515 0.465
*
```

Calculated values
electronic energy	-6694.526	eV
SMILES string	Cc1nc1=O
energy relative to the best compared isomer or geometry (same formula, charge and spin)	45.3	kcal per mole
E_HOMO	-9.40	eV
maximum force	3.10	eV/A
HOMO-LUMO gap	9.907	eV
E_LUMO	0.50	eV

***

Computed, not measured: 9 unconnected molecules or ions with the total composition C42H58O19S, with the ωB97M-V functional and the def2-TZVPD basis.

```
! wB97M-V def2-TZVPD RIJCOSX def2/J DEFGRID3
* xyz 0 1
C -7.806 -1.991 -4.383
C -7.344 -3.232 -3.852
O -6.901 -4.442 -3.131
S -5.162 -4.490 -3.101
O -4.614 -3.068 -2.796
O -4.807 -5.604 -1.859
C -3.729 -5.134 -0.975
C -4.424 -4.383 0.306
C -5.889 -3.647 0.300
C -6.472 -2.966 1.676
C -5.657 -2.991 3.114
C -4.170 -3.702 3.110
C -3.574 -4.375 1.736
C -2.065 -5.073 1.779
H -7.853 -1.060 -5.125
H -2.878 -4.530 -1.506
H -3.208 -6.117 -0.542
H -6.525 -3.602 -0.682
H -7.523 -2.443 1.630
H -6.078 -2.522 4.100
H -3.545 -3.731 4.125
H -2.134 -6.172 1.360
H -1.706 -5.157 2.889
H -1.280 -4.435 1.172
O -0.580 -2.120 0.863
C -0.476 -1.876 2.054
O 0.304 -2.588 2.920
C 0.102 -2.096 4.244
C -0.427 -0.697 4.073
C -1.209 -0.794 2.787
H -0.612 -2.751 4.754
H 1.049 -2.110 4.791
H -1.024 -0.355 4.923
H 0.408 0.002 3.942
H -2.240 -1.116 2.961
H -1.186 0.145 2.231
O -1.699 2.233 1.627
C -1.041 2.331 0.604
O 0.227 1.847 0.454
C 0.728 2.234 -0.825
C -0.493 2.512 -1.662
C -1.479 3.031 -0.647
H 1.357 3.121 -0.700
H 1.334 1.425 -1.243
H -0.302 3.208 -2.483
H -0.869 1.576 -2.093
H -1.385 4.111 -0.503
H -2.505 2.764 -0.910
O 2.647 3.729 -2.072
C 3.018 4.868 -1.841
O 2.336 5.990 -2.214
C 3.110 7.141 -1.880
C 4.052 6.687 -0.796
C 4.297 5.243 -1.155
H 3.641 7.478 -2.777
H 2.450 7.943 -1.537
H 4.965 7.285 -0.739
H 3.550 6.742 0.178
H 5.126 5.135 -1.860
H 4.462 4.630 -0.266
O -6.473 -9.033 -7.905
C -6.667 -8.103 -7.139
O -6.564 -8.191 -5.780
C -6.964 -6.950 -5.200
C -6.796 -5.927 -6.292
C -7.093 -6.723 -7.538
H -8.004 -7.039 -4.869
H -6.334 -6.729 -4.333
H -7.442 -5.054 -6.167
H -5.757 -5.579 -6.318
H -8.161 -6.732 -7.771
H -6.514 -6.363 -8.392
O 2.373 -4.373 5.905
C 2.315 -3.544 6.798
O 1.434 -2.501 6.826
C 1.721 -1.675 7.953
C 2.471 -2.560 8.914
C 3.220 -3.488 7.992
H 2.321 -0.823 7.618
H 0.787 -1.303 8.385
H 3.119 -2.003 9.595
H 1.761 -3.137 9.519
H 4.185 -3.071 7.690
H 3.347 -4.478 8.436
O -3.493 4.104 -3.260
C -2.835 4.202 -4.283
O -1.567 3.718 -4.432
C -1.066 4.104 -5.711
C -2.287 4.383 -6.549
C -3.273 4.902 -5.533
H -0.437 4.992 -5.586
H -0.460 3.296 -6.129
H -2.096 5.079 -7.370
H -2.663 3.447 -6.980
H -3.179 5.982 -5.390
H -4.299 4.634 -5.797
O 6.964 4.065 0.551
C 6.907 4.894 1.445
O 6.025 5.937 1.472
C 6.312 6.763 2.599
C 7.062 5.878 3.560
C 7.811 4.950 2.638
H 6.912 7.615 2.264
H 5.378 7.134 3.031
H 7.710 6.435 4.242
H 6.352 5.301 4.165
H 8.776 5.367 2.337
H 7.938 3.960 3.083
O 7.075 1.642 2.424
C 6.991 0.876 1.479
O 7.394 -0.428 1.507
C 7.251 -0.991 0.203
C 6.233 -0.126 -0.494
C 6.481 1.231 0.115
H 8.226 -0.969 -0.295
H 6.918 -2.029 0.285
H 6.329 -0.142 -1.583
H 5.222 -0.465 -0.238
H 7.255 1.783 -0.424
H 5.560 1.816 0.178
*
```

Calculated values
electronic energy	-94218.431	eV
E_HOMO	-7.98	eV
maximum force	10.10	eV/A
HOMO-LUMO gap	7.848	eV
E_LUMO	-0.13	eV